Arrangement a

{
  "formula": "C3H5ClOS",
  "method": "ωB97M-V/def2-TZVPD",
  "orbital_gap_ha": [0.301, 0.301],
  "e_lumo_ev": [-0.3, -0.3],
  "charge": 0,
  "homo_ha": [-0.312, -0.312],
  "elements": ["C", "C", "C", "O", "S", "Cl", "H", "H", "H", "H", "H"],
  "positions_angstrom": [[1.43, 0.77, -1.68], [1.09, 0.61, -0.47], [-1.44, -0.40, 1.40], [-0.68, -1.53, -0.90], [-1.15, -0.21, -0.39], [1.93, 0.50, 0.97], [2.53, 1.04, -1.80], [0.79, 0.53, -2.47], [-1.16, -1.37, 1.77], [-2.49, -0.18, 1.53], [-0.84, 0.24, 2.04]]
}

Arrangement b

{
  "formula": "C3H5ClOS",
  "method": "ωB97M-V/def2-TZVPD",
  "orbital_gap_ha": 0.266,
  "e_lumo_ev": -1.8,
  "charge": 0,
  "homo_ha": -0.331,
  "elements": ["C", "C", "C", "H", "H", "H", "H", "H", "O", "S", "Cl"],
  "positions_angstrom": [[-0.04, 0.30, -0.60], [1.09, 0.19, 0.60], [-0.84, -0.98, -0.67], [-1.19, 0.80, 1.45], [0.42, 0.68, -1.49], [0.52, 0.00, 1.61], [1.43, 1.20, 0.47], [-0.39, -1.85, -1.12], [-0.89, 1.48, -0.31], [-2.28, -0.97, 0.16], [2.16, -0.85, -0.09]]
}

Arrangement c

{
  "formula": "C3H5ClOS",
  "method": "ωB97M-V/def2-TZVPD",
  "orbital_gap_ha": 0.344,
  "e_lumo_ev": -0.1,
  "charge": 0,
  "homo_ha": -0.347,
  "elements": ["C", "C", "C", "H", "H", "H", "H", "H", "O", "S", "Cl"],
  "positions_angstrom": [[-0.35, -0.22, 0.81], [0.04, -0.26, -0.57], [0.30, 0.95, 0.18], [1.17, -2.54, 1.14], [-1.49, -0.16, 0.82], [0.87, -0.74, -0.92], [-1.16, 0.65, -1.88], [1.30, 1.08, 0.50], [-0.89, -0.34, -1.60], [0.70, -1.04, 1.84], [-0.49, 2.61, -0.32]]
}

Ordering by calculated energy gives the sequence arrangement c, arrangement a, arrangement b, with the first entry being the most stable.

Arrangement a

{
  "formula": "C6H13N4",
  "method": "ωB97M-V/def2-TZVPD",
  "orbital_gap_ha": 0.342,
  "e_lumo_ev": -4.1,
  "charge": 1,
  "homo_ha": -0.492,
  "elements": ["C", "C", "C", "C", "C", "C", "N", "N", "N", "N", "H", "H", "H", "H", "H", "H", "H", "H", "H", "H", "H", "H", "H"],
  "positions_angstrom": [[-2.93, 0.44, -0.03], [-2.34, -1.76, -0.04], [-0.49, -0.30, 0.64], [1.92, -0.82, 1.00], [0.97, 0.12, -1.17], [0.89, 0.18, 0.31], [-3.26, -0.87, 0.10], [-1.81, 1.07, 0.22], [-1.00, -1.44, 0.04], [-1.32, 2.19, -0.10], [-3.90, 1.02, -0.27], [-2.66, -2.74, -0.14], [-0.87, -0.04, 1.62], [2.88, -0.83, 0.60], [1.53, -1.72, 0.71], [1.92, -0.73, 2.02], [1.69, 0.78, -1.57], [0.01, 0.42, -1.66], [1.30, -0.93, -1.60], [0.84, 1.19, 0.55], [-0.26, -2.09, -0.26], [-1.39, 2.79, -0.91], [-0.85, 2.73, 0.67]]
}

Arrangement b

{
  "formula": "C6H13N4",
  "method": "ωB97M-V/def2-TZVPD",
  "smiles": "CC1=CCN(C(N)=[NH2+])N1C",
  "orbital_gap_ha": 0.330,
  "e_lumo_ev": -2.9,
  "charge": 1,
  "homo_ha": -0.438,
  "elements": ["C", "C", "C", "C", "C", "C", "N", "N", "N", "N", "H", "H", "H", "H", "H", "H", "H", "H", "H", "H", "H", "H", "H"],
  "positions_angstrom": [[0.98, 1.78, -0.15], [1.46, 0.51, -0.21], [-2.05, -0.14, -0.02], [-0.55, 1.72, 0.21], [2.84, 0.05, -0.56], [0.64, -1.65, 0.72], [-2.26, -1.45, -0.46], [-0.85, 0.39, 0.20], [-3.11, 0.65, -0.11], [0.49, -0.48, -0.17], [1.71, 2.55, -0.04], [-0.65, 2.24, 1.18], [-1.32, 2.36, -0.45], [2.62, -0.26, -1.53], [2.96, -0.83, 0.10], [3.49, 0.77, -0.32], [-0.33, -1.98, 1.06], [1.01, -2.38, 0.05], [1.24, -1.38, 1.61], [-3.17, -1.90, -0.25], [-3.83, 0.13, -0.53], [-3.20, 1.55, 0.40], [-1.75, -1.69, -1.29]]
}

Arrangement c

{
  "formula": "C6H13N4",
  "method": "ωB97M-V/def2-TZVPD",
  "orbital_gap_ha": [0.290, 0.290],
  "e_lumo_ev": [-4.9, -4.9],
  "charge": 1,
  "homo_ha": [-0.471, -0.471],
  "elements": ["C", "C", "C", "C", "C", "C", "N", "N", "N", "N", "H", "H", "H", "H", "H", "H", "H", "H", "H", "H", "H", "H", "H"],
  "positions_angstrom": [[2.34, -1.08, -0.85], [-0.68, 0.85, -0.81], [-0.28, -0.58, -0.68], [-2.01, -1.21, 0.92], [0.09, 2.03, -0.21], [-1.42, -1.47, -0.49], [0.96, -1.12, -0.55], [3.29, -0.67, -0.08], [-1.72, 1.13, -1.49], [0.94, 1.65, 0.96], [-2.48, -0.18, 1.07], [-1.12, -1.14, 1.59], [-2.58, -2.17, 1.29], [0.69, 2.51, -1.03], [-0.59, 2.76, -0.01], [-2.24, -1.46, -1.25], [-1.14, -2.51, -0.44], [0.85, -2.10, -0.13], [4.28, -0.66, -0.41], [-1.91, 2.11, -1.37], [3.15, -0.37, 0.94], [0.23, 1.27, 1.58], [1.33, 2.41, 1.47]]
}

Ordering by calculated energy gives the sequence arrangement b, arrangement a, arrangement c, with the first entry being the most stable.

Arrangement a

{
  "formula": "C6H13N4",
  "method": "ωB97M-V/def2-TZVPD",
  "smiles": "N[C@]12CN3CN(C[N@@H+]1C3)C2",
  "orbital_gap_ha": 0.356,
  "e_lumo_ev": -2.9,
  "charge": 1,
  "homo_ha": -0.465,
  "elements": ["C", "C", "C", "C", "C", "C", "N", "N", "N", "N", "H", "H", "H", "H", "H", "H", "H", "H", "H", "H", "H", "H", "H"],
  "positions_angstrom": [[0.02, 1.39, 0.86], [-0.43, -1.13, 1.08], [1.82, -0.17, 0.74], [0.81, 0.98, -1.19], [0.53, -1.43, -0.93], [-1.01, 0.05, 0.19], [1.24, 1.11, 0.17], [0.91, -1.30, 0.45], [-2.33, 0.40, 0.01], [-0.25, -0.12, -1.13], [-0.35, 2.32, 0.45], [0.14, 1.22, 1.86], [-0.24, -0.72, 2.13], [-1.03, -2.05, 0.93], [2.80, -0.42, 0.39], [1.88, -0.18, 1.85], [0.29, 1.81, -1.53], [1.60, 0.71, -1.82], [1.38, -1.42, -1.58], [-0.16, -2.31, -0.91], [-2.74, 0.87, 0.71], [-2.92, -0.23, -0.55], [-0.74, -0.19, -2.05]]
}

Arrangement b

{
  "formula": "C6H13N4",
  "method": "ωB97M-V/def2-TZVPD",
  "smiles": "CN1N=CC[C@@]1(C)C(N)=[NH2+]",
  "orbital_gap_ha": 0.323,
  "e_lumo_ev": -3.4,
  "charge": 1,
  "homo_ha": -0.446,
  "elements": ["C", "C", "C", "C", "C", "C", "N", "N", "N", "N", "H", "H", "H", "H", "H", "H", "H", "H", "H", "H", "H", "H", "H"],
  "positions_angstrom": [[1.43, -1.51, 1.24], [-0.88, -0.26, -1.08], [1.32, -1.17, -0.24], [0.33, 0.01, -0.24], [1.02, 1.33, -0.52], [-0.71, 1.10, 1.93], [0.63, -0.87, 1.97], [-0.20, -0.08, 1.29], [-1.12, 0.44, -2.16], [-1.69, -1.22, -0.70], [2.10, -2.24, 1.63], [2.28, -0.90, -0.67], [0.94, -2.04, -0.79], [1.81, 1.48, 0.21], [0.33, 2.17, -0.46], [1.49, 1.32, -1.51], [-0.97, 0.81, 2.95], [0.00, 1.93, 1.98], [-1.62, 1.42, 1.41], [-0.49, 1.18, -2.44], [-1.91, 0.26, -2.76], [-1.53, -1.70, 0.18], [-2.54, -1.44, -1.21]]
}

Ordering by calculated energy gives the sequence arrangement b, arrangement a, with the first entry being the most stable.

Arrangement a

{
  "formula": "C33H29IN6O3S2Ti",
  "method": "ωB97M-V/def2-TZVPD",
  "orbital_gap_ha": [0.254, 0.255],
  "e_lumo_ev": [-3.4, -3.4],
  "charge": 1,
  "multiplicity": 2,
  "s_squared": 0.756,
  "homo_ha": [-0.381, -0.381],
  "elements": ["Ti", "C", "C", "N", "C", "C", "C", "O", "C", "C", "N", "C", "C", "C", "C", "C", "C", "I", "C", "O", "H", "H", "H", "H", "H", "H", "H", "H", "H", "H", "H", "H", "N", "C", "S", "N", "N", "C", "C", "C", "C", "C", "C", "N", "H", "H", "H", "H", "H", "H", "H", "O", "S", "C", "C", "C", "C", "C", "C", "C", "C", "C", "C", "C", "C", "H", "H", "H", "H", "H", "H", "H", "H", "H", "H"],
  "positions_angstrom": [[1.31, 1.28, -0.31], [-2.95, 2.59, -1.31], [-2.65, 2.31, 0.13], [-3.63, 2.32, 1.01], [-3.36, 2.09, 2.30], [-2.10, 1.86, 2.79], [-1.93, 1.61, 4.27], [-1.08, 2.55, 4.91], [-1.02, 1.81, 1.87], [0.30, 1.55, 2.42], [1.38, 1.17, 1.81], [2.46, 0.75, 2.66], [2.17, 0.12, 3.88], [3.17, -0.32, 4.72], [4.50, -0.17, 4.36], [4.80, 0.40, 3.14], [3.80, 0.85, 2.29], [4.40, 1.66, 0.46], [-1.31, 2.01, 0.51], [-0.40, 1.96, -0.43], [-3.91, 3.11, -1.37], [-3.03, 1.67, -1.89], [-2.17, 3.20, -1.76], [-4.21, 2.10, 2.97], [-1.48, 0.63, 4.45], [-2.92, 1.59, 4.74], [-1.52, 3.41, 4.92], [0.34, 1.72, 3.49], [1.14, -0.05, 4.16], [2.91, -0.80, 5.66], [5.29, -0.52, 5.00], [5.84, 0.50, 2.83], [1.42, 4.69, -3.08], [1.67, 3.58, -2.36], [1.82, 3.75, -0.64], [1.83, 2.47, -3.06], [2.01, 1.38, -2.30], [2.55, 0.33, -2.82], [2.73, -0.82, -1.97], [3.31, -2.00, -2.42], [3.49, -3.04, -1.53], [3.08, -2.88, -0.21], [2.51, -1.68, 0.17], [2.34, -0.67, -0.68], [1.41, 5.58, -2.63], [1.47, 4.63, -4.08], [2.90, 0.34, -3.85], [3.61, -2.09, -3.46], [3.94, -3.97, -1.85], [3.20, -3.67, 0.52], [2.16, -1.52, 1.18], [-0.32, -0.55, -0.05], [-0.54, -1.94, -0.59], [-2.20, -2.37, -0.10], [-3.16, -1.37, 0.03], [-4.44, -1.72, 0.44], [-4.74, -3.05, 0.71], [-3.77, -4.04, 0.58], [-2.49, -3.69, 0.18], [-0.79, -1.71, -2.35], [-1.10, -0.45, -2.83], [-1.23, -0.28, -4.20], [-1.05, -1.35, -5.06], [-0.75, -2.61, -4.56], [-0.61, -2.79, -3.19], [-2.90, -0.34, -0.17], [-5.19, -0.95, 0.55], [-5.74, -3.32, 1.03], [-4.01, -5.07, 0.80], [-1.71, -4.45, 0.10], [-1.23, 0.38, -2.15], [-1.46, 0.70, -4.60], [-1.16, -1.21, -6.13], [-0.62, -3.45, -5.23], [-0.35, -3.77, -2.79]]
}

Arrangement b

{
  "formula": "C33H29IN6O3S2Ti",
  "method": "ωB97M-V/def2-TZVPD",
  "orbital_gap_ha": [0.265, 0.262],
  "e_lumo_ev": [-3.1, -3.4],
  "charge": 1,
  "multiplicity": 2,
  "s_squared": 0.759,
  "homo_ha": [-0.380, -0.389],
  "elements": ["Ti", "C", "C", "N", "C", "C", "C", "O", "C", "C", "N", "C", "C", "C", "C", "C", "C", "I", "C", "O", "H", "H", "H", "H", "H", "H", "H", "H", "H", "H", "H", "H", "N", "C", "S", "N", "N", "C", "C", "C", "C", "C", "C", "N", "H", "H", "H", "H", "H", "H", "H", "O", "S", "C", "C", "C", "C", "C", "C", "C", "C", "C", "C", "C", "C", "H", "H", "H", "H", "H", "H", "H", "H", "H", "H"],
  "positions_angstrom": [[0.30, -0.29, 0.12], [4.54, 1.53, -0.48], [4.00, 0.46, -1.37], [4.59, 0.26, -2.53], [4.19, -0.72, -3.33], [3.21, -1.63, -2.99], [2.90, -2.78, -3.92], [4.01, -3.64, -4.11], [2.54, -1.45, -1.76], [1.82, -2.52, -1.11], [1.05, -2.35, -0.09], [0.72, -3.47, 0.70], [0.33, -4.68, 0.13], [0.05, -5.78, 0.93], [0.15, -5.67, 2.31], [0.51, -4.46, 2.89], [0.79, -3.37, 2.09], [1.25, -1.54, 2.99], [2.87, -0.31, -0.97], [2.22, -0.02, 0.13], [5.58, 1.71, -0.74], [4.46, 1.24, 0.57], [4.00, 2.47, -0.60], [4.71, -0.80, -4.28], [2.67, -2.39, -4.92], [2.02, -3.33, -3.59], [4.32, -3.96, -3.26], [2.07, -3.53, -1.43], [0.21, -4.75, -0.95], [-0.26, -6.71, 0.48], [-0.07, -6.52, 2.94], [0.58, -4.38, 3.96], [-2.82, -3.46, -0.46], [-2.09, -2.32, -0.47], [-1.79, -1.52, 1.02], [-1.65, -1.91, -1.64], [-0.91, -0.77, -1.54], [-0.92, -0.02, -2.59], [-0.14, 1.20, -2.51], [-0.07, 2.15, -3.52], [0.70, 3.28, -3.30], [1.36, 3.43, -2.09], [1.23, 2.44, -1.13], [0.50, 1.35, -1.33], [-3.28, -3.73, 0.39], [-3.14, -3.83, -1.33], [-1.50, -0.29, -3.46], [-0.59, 1.99, -4.45], [0.79, 4.04, -4.07], [1.96, 4.30, -1.88], [1.73, 2.50, -0.17], [-0.43, 1.20, 1.30], [-1.34, 2.39, 0.99], [-1.15, 3.42, 2.43], [-0.36, 3.01, 3.49], [-0.23, 3.85, 4.58], [-0.87, 5.08, 4.60], [-1.65, 5.48, 3.52], [-1.79, 4.65, 2.42], [-3.00, 1.79, 1.19], [-3.48, 1.33, 2.41], [-4.75, 0.79, 2.47], [-5.52, 0.71, 1.32], [-5.04, 1.16, 0.10], [-3.76, 1.71, 0.03], [0.13, 2.05, 3.45], [0.38, 3.55, 5.42], [-0.76, 5.73, 5.46], [-2.15, 6.44, 3.54], [-2.39, 4.96, 1.58], [-2.86, 1.39, 3.30], [-5.14, 0.43, 3.41], [-6.52, 0.29, 1.37], [-5.64, 1.10, -0.79], [-3.36, 2.06, -0.91]]
}

Ordering by calculated energy gives the sequence arrangement b, arrangement a, with the first entry being the most stable.